Entry from the Open Molecules 2025 dataset: a gas-phase ion, C6H14NO (charge -1) (ωB97M-V/def2-TZVPD).

The calculated total energy is -366.902606 a.u. The energy above the lowest of the compared OMol25 structures with the same formula, charge and spin is 260.0 kJ/mol. The HOMO-LUMO gap comes out at 6.5 eV. For the LUMO energy, the calculation gives 3.86 eV. The value obtained for the molecular weight is 116.18 g mol⁻¹.

Geometry as ORCA input:
```
! RIJCOSX wB97M-V def2-TZVPD def2/J DEFGRID3
* xyz -1 1
C -0.8422 -1.1469 -1.4928
C -1.3733 -0.6363 -0.1309
C -1.0116 -1.5407 0.9452
C -0.1729 0.5455 0.1668
C -0.4729 1.8141 -0.5274
N 1.2080 0.0776 0.0150
C 2.3161 0.7399 1.0153
O 3.3641 0.5583 0.3884
H 0.1690 -1.5070 -1.4173
H -1.5657 -1.7084 -2.1120
H -0.8762 -0.3076 -2.2356
H -2.4079 -0.3095 -0.1669
H -0.2624 -1.2657 1.6474
H -0.4175 -2.4514 0.5845
H -1.8083 -1.9832 1.5619
H -0.1364 0.5707 1.3486
H 0.1825 2.5326 -0.0413
H -1.5346 2.2469 -0.4551
H -0.0921 1.8114 -1.5890
H 1.5756 0.2833 -0.8787
H 1.9902 1.6439 1.4760
H 2.1687 0.0324 1.8978
*
```

How positive or negative is each atom? The natural (NBO) charges in e answer that:
1 C -0.622
2 C -0.274
3 C -0.622
4 C -0.022
5 C -0.654
6 N -0.747
7 C 0.206
8 O -0.865
9 H 0.243
10 H 0.186
11 H 0.186
12 H 0.192
13 H 0.224
14 H 0.204
15 H 0.185
16 H 0.178
17 H 0.218
18 H 0.183
19 H 0.198
20 H 0.338
21 H 0.054
22 H 0.011


Entry from the Open Molecules 2025 dataset: 2 unconnected molecules or ions with the total composition C2H5N2S (ωB97M-V/def2-TZVPD).

The calculated total energy is -586.556493 a.u. The energy above the lowest of the compared OMol25 structures with the same formula, charge and spin is 185.5 kJ/mol. The HOMO-LUMO gap comes out at 9.0 eV. For the LUMO energy, the calculation gives -5.54 eV. The value obtained for the molecular weight is 89.14 g mol⁻¹.

Geometry as ORCA input:
```
! RIJCOSX wB97M-V def2-TZVPD def2/J DEFGRID3
* xyz 1 1
C -0.9596 -0.1256 0.2077
C 2.2549 -0.6041 0.5799
N -1.8919 0.5247 -0.4848
N 0.3077 0.0538 0.0304
S 3.1331 0.1602 -0.4202
H -1.3633 -0.9022 0.9342
H 2.2789 -1.3123 1.3966
H -2.8564 0.0981 -0.5244
H -1.5625 1.4199 -1.0175
H 0.6592 0.6875 -0.7019
*
```

How positive or negative is each atom? The natural (NBO) charges in e answer that:
1 C 0.349
2 C -0.106
3 N -0.775
4 N -0.674
5 S 0.467
6 H 0.223
7 H 0.263
8 H 0.447
9 H 0.432
10 H 0.374


Entry from the Open Molecules 2025 dataset: 2 unconnected molecules or ions with the total composition C9H18N4O6 (ωB97M-V/def2-TZVPD).

The calculated total energy is -1024.226998 a.u. The energy above the lowest of the compared OMol25 structures with the same formula, charge and spin is 0.0 kJ/mol. The HOMO-LUMO gap comes out at 9.9 eV. For the LUMO energy, the calculation gives 0.45 eV. The value obtained for the molecular weight is 278.26 g mol⁻¹.

Geometry as ORCA input:
```
! RIJCOSX wB97M-V def2-TZVPD def2/J DEFGRID3
* xyz 0 1
N -4.0522 0.5300 -2.7778
C -2.7886 0.2814 -2.4168
O -2.1935 0.9332 -1.5629
C -2.2083 -0.9078 -3.0962
C -2.1253 -2.1354 -2.1821
C -1.4009 -1.8456 -0.8885
N -0.1205 -1.0976 -1.1362
C -0.8397 -3.1352 -0.2308
O -0.8238 -4.2231 -0.7281
O -0.1826 -2.9012 0.9651
H -4.1283 1.3369 -2.4006
H -4.4892 0.0074 -3.5600
H -2.8953 -1.0654 -3.9133
H -1.2300 -0.7161 -3.5170
H -3.1112 -2.4991 -1.9155
H -1.5862 -2.9208 -2.7351
H -2.0879 -1.3669 -0.2290
H 0.4086 -1.1237 -0.3469
H -0.3761 -0.1292 -1.2987
H -0.3302 -2.0425 1.2349
N 0.9232 1.6582 -0.6509
C 0.9305 1.3852 0.7061
O 0.1018 0.6535 1.1423
C 2.0748 1.9749 1.5231
C 2.4470 1.0187 2.6800
N 1.4283 0.8387 3.7317
C 3.7140 1.4948 3.3465
O 3.7838 2.1941 4.3342
O 4.7824 1.1078 2.6007
H 0.0255 1.3340 -1.2761
H 1.5431 2.3989 -1.1722
H 2.9047 2.2101 0.8579
H 1.7181 2.9073 1.9929
H 2.6777 0.0502 2.2315
H 1.4207 1.6073 4.3624
H 0.5091 0.6959 3.3133
H 5.5767 1.4914 3.0124
*
```

How positive or negative is each atom? The natural (NBO) charges in e answer that:
1 N -0.802
2 C 0.686
3 O -0.667
4 C -0.499
5 C -0.390
6 C -0.170
7 N -0.815
8 C 0.799
9 O -0.555
10 O -0.680
11 H 0.397
12 H 0.420
13 H 0.195
14 H 0.246
15 H 0.209
16 H 0.242
17 H 0.197
18 H 0.357
19 H 0.358
20 H 0.480
21 N -0.861
22 C 0.694
23 O -0.645
24 C -0.513
25 C -0.149
26 N -0.833
27 C 0.797
28 O -0.587
29 O -0.685
30 H 0.427
31 H 0.408
32 H 0.230
33 H 0.240
34 H 0.217
35 H 0.371
36 H 0.388
37 H 0.496


Entry from the Open Molecules 2025 dataset: 2 unconnected molecules or ions with the total composition C2H6S2 (ωB97M-V/def2-TZVPD).

The calculated total energy is -876.087174 a.u. The energy above the lowest of the compared OMol25 structures with the same formula, charge and spin is 218.7 kJ/mol. The HOMO-LUMO gap comes out at 9.1 eV. For the LUMO energy, the calculation gives 0.21 eV. The value obtained for the molecular weight is 94.20 g mol⁻¹.

Geometry as ORCA input:
```
! RIJCOSX wB97M-V def2-TZVPD def2/J DEFGRID3
* xyz 0 1
C 0.6646 0.2061 -1.1226
C 0.1484 -0.9970 -1.1868
H 0.3062 1.1323 -1.6933
H 1.6144 0.4550 -0.5880
H -0.5159 -1.1753 -2.0756
H 0.2652 -1.7048 -0.4442
S -1.1934 1.2012 0.8765
S 0.4316 0.2681 1.7781
H -2.0670 0.2216 1.2248
H 0.3459 0.3928 3.2311
*
```

How positive or negative is each atom? The natural (NBO) charges in e answer that:
1 C -0.392
2 C -0.412
3 H 0.199
4 H 0.203
5 H 0.197
6 H 0.201
7 S -0.096
8 S -0.181
9 H 0.134
10 H 0.148